Entry from the OMol25 dataset: one molecule with the formula C18H23F3N2O2 at a distorted geometry (ωB97M-V/def2-TZVPD).

CARTESIAN COORDINATES (ANGSTROEM)
C: 1.50 3.99 -1.71
C: 0.67 2.71 -1.55
C: -0.10 2.73 -0.23
C: -0.34 2.66 -2.70
C: 1.65 1.49 -1.59
O: 2.30 1.37 -2.81
C: 2.70 1.53 -0.46
C: 2.22 0.41 0.42
C: 2.81 0.12 1.76
F: 2.23 -0.90 2.39
F: 4.12 -0.17 1.68
F: 2.72 1.19 2.58
N: 1.27 -0.28 -0.07
N: 0.92 0.22 -1.26
C: 0.23 -0.55 -2.17
O: 0.13 -0.22 -3.33
C: -0.38 -1.80 -1.58
C: -1.53 -1.45 -0.63
C: -2.17 -2.71 -0.05
C: -3.27 -2.34 0.91
C: -4.59 -2.30 0.49
C: -5.59 -1.92 1.36
C: -5.29 -1.58 2.67
C: -3.97 -1.62 3.10
C: -2.97 -1.99 2.22
H: 2.04 4.24 -0.80
H: 0.84 4.83 -1.94
H: 2.21 3.87 -2.52
H: 0.56 2.77 0.64
H: -0.74 1.85 -0.13
H: -0.74 3.61 -0.20
H: 0.17 2.68 -3.66
H: -0.99 3.53 -2.64
H: -0.96 1.77 -2.66
H: 1.65 1.07 -3.47
H: 2.75 2.48 0.06
H: 3.69 1.31 -0.87
H: 0.38 -2.35 -1.03
H: -0.74 -2.41 -2.41
H: -1.15 -0.83 0.18
H: -2.29 -0.88 -1.17
H: -2.56 -3.33 -0.85
H: -1.40 -3.28 0.48
H: -4.83 -2.57 -0.53
H: -6.62 -1.90 1.02
H: -6.07 -1.29 3.35
H: -3.73 -1.36 4.11
H: -1.94 -2.02 2.56

The total energy comes out at -34267.857 eV. Its HOMO-LUMO gap is 9.77 eV. As for the SMILES: CC(C)(C)[C@@]1(O)CC(C(F)(F)F)=NN1C(=O)CCCc1ccccc1.

Atom charges from the natural (NBO) analysis, given in e for atoms 1 to 6: number 1, C, carries -0.62; number 2, C, carries -0.07; number 3, C, carries -0.62; number 4, C, carries -0.61; number 5, C, carries 0.45; number 6, O, carries -0.73



Entry from the OMol25 dataset: C18H23MoN4S2Si2 as an isolated structure (ωB97M-V/def2-TZVPD).

CARTESIAN COORDINATES (ANGSTROEM)
Mo: 0.66 -1.28 -0.15
N: 3.93 -0.15 -2.87
C: 3.20 -0.46 -1.80
S: 1.86 -1.62 -2.06
N: 3.50 0.01 -0.63
N: 2.60 -0.45 0.30
C: 3.02 -0.60 1.51
C: 2.09 -1.19 2.47
C: 2.39 -1.32 3.81
C: 1.45 -1.90 4.66
C: 0.24 -2.33 4.13
C: 0.01 -2.19 2.77
N: 0.91 -1.63 1.95
H: 3.77 -0.58 -3.76
H: 4.75 0.43 -2.75
H: 4.04 -0.33 1.78
H: 3.35 -0.98 4.18
H: 1.66 -2.00 5.71
H: -0.52 -2.78 4.76
H: -0.91 -2.53 2.33
C: 1.53 2.42 0.24
Si: 0.07 1.31 0.48
C: -0.41 1.16 2.28
C: -1.39 1.85 -0.51
C: -1.86 3.15 -0.30
C: -2.95 3.63 -1.01
C: -3.59 2.81 -1.93
C: -3.13 1.52 -2.14
C: -2.03 1.02 -1.43
Si: -1.50 -0.71 -1.84
C: -0.90 -0.80 -3.59
C: -2.97 -1.84 -1.64
H: 1.17 3.43 0.48
H: 1.86 2.45 -0.80
H: 2.38 2.20 0.88
H: -0.76 2.17 2.53
H: 0.40 0.92 2.96
H: -1.25 0.49 2.45
H: -1.38 3.81 0.41
H: -3.31 4.63 -0.84
H: -4.44 3.17 -2.49
H: -3.65 0.90 -2.87
H: -1.75 -0.49 -4.21
H: -0.60 -1.80 -3.91
H: -0.08 -0.10 -3.78
H: -3.79 -1.42 -2.24
H: -3.33 -1.89 -0.61
H: -2.80 -2.85 -2.01
S: -1.01 -4.36 -0.49
C: -0.53 -2.93 -0.38

The total energy comes out at -64266.069 eV. The relative energy (zero: lowest compared OMol25 entry of this formula, charge and spin) is 0.726 eV. Its HOMO-LUMO gap (spin up / spin down) is 6.10 / 5.85 eV. Its expectation value of S² is 0.78. The charge is +2. As for the spin multiplicity: 2.

Atom charges from the natural (NBO) analysis, given in e for atoms 1 to 6: number 1, Mo, carries 0.38; number 2, N, carries -0.74; number 3, C, carries 0.32; number 4, S, carries 0.13; number 5, N, carries -0.37; number 6, N, carries -0.28



Entry from the OMol25 dataset: one molecule with the formula C18H23N3O2S (ωB97M-V/def2-TZVPD).

CARTESIAN COORDINATES (ANGSTROEM)
C: -3.76 -4.09 0.71
C: -3.32 -2.65 0.89
C: -3.96 -1.73 -0.16
C: -3.51 -0.32 0.04
C: -4.14 0.55 0.87
C: -3.64 1.88 1.08
O: -4.09 2.75 1.79
N: -2.46 2.14 0.34
C: -1.90 1.22 -0.47
S: -0.45 1.72 -1.31
C: -0.09 0.26 -2.35
C: 1.30 -0.31 -2.09
O: 2.15 -0.18 -2.95
N: 1.53 -0.97 -0.94
C: 0.56 -1.21 0.11
C: 0.75 -0.30 1.33
C: 2.86 -1.50 -0.72
C: 3.68 -0.65 0.21
C: 3.82 0.71 -0.02
C: 4.57 1.49 0.84
C: 5.20 0.93 1.93
C: 5.07 -0.43 2.17
C: 4.32 -1.22 1.31
N: -2.37 0.02 -0.64
H: -3.48 -4.46 -0.27
H: -4.84 -4.18 0.80
H: -3.30 -4.73 1.46
H: -2.23 -2.58 0.81
H: -3.60 -2.30 1.89
H: -3.67 -2.06 -1.16
H: -5.05 -1.78 -0.07
H: -5.03 0.27 1.40
H: -2.05 3.06 0.43
H: -0.91 -0.44 -2.17
H: -0.11 0.61 -3.38
H: 0.68 -2.26 0.43
H: -0.45 -1.09 -0.28
H: 1.67 -0.53 1.85
H: 0.78 0.74 1.02
H: -0.09 -0.43 2.01
H: 3.35 -1.53 -1.70
H: 2.78 -2.52 -0.34
H: 3.34 1.15 -0.88
H: 4.67 2.55 0.65
H: 5.78 1.54 2.60
H: 5.56 -0.88 3.02
H: 4.22 -2.28 1.50

The total energy comes out at -38441.225 eV. The relative energy (zero: lowest compared OMol25 entry of this formula, charge and spin) is 0.749 eV. Its HOMO-LUMO gap is 9.44 eV. As for the SMILES: CCCc1cc(=O)[nH]c(SCC(=O)N(CC)Cc2ccccc2)n1.

Atom charges from the natural (NBO) analysis, given in e for atoms 1 to 6: number 1, C, carries -0.60; number 2, C, carries -0.38; number 3, C, carries -0.44; number 4, C, carries 0.27; number 5, C, carries -0.39; number 6, C, carries 0.63



Entry from the OMol25 dataset: one molecule with the formula C18H23N3O3 (ωB97M-V/def2-TZVPD).

CARTESIAN COORDINATES (ANGSTROEM)
C: -5.59 -2.44 -0.88
C: -5.61 -0.99 -0.41
C: -4.21 -0.37 -0.40
C: -4.23 1.08 0.07
N: -2.92 1.67 0.02
C: -2.18 1.90 1.13
O: -2.58 1.75 2.26
C: -0.76 2.41 0.81
N: 0.08 1.38 0.25
C: -0.05 0.89 -1.05
O: -0.85 1.26 -1.87
N: 0.90 -0.06 -1.20
C: 1.74 -0.23 -0.04
C: 1.62 -1.65 0.54
C: 2.63 -1.83 1.66
C: 4.04 -1.76 1.10
C: 4.24 -0.53 0.25
C: 5.54 -0.09 -0.02
C: 5.77 1.02 -0.80
C: 4.70 1.71 -1.34
C: 3.41 1.29 -1.09
C: 3.17 0.17 -0.30
C: 1.11 0.79 0.93
O: 1.46 1.05 2.04
H: -5.19 -2.50 -1.89
H: -4.97 -3.04 -0.22
H: -6.59 -2.85 -0.88
H: -6.26 -0.40 -1.07
H: -6.03 -0.94 0.60
H: -3.56 -0.95 0.25
H: -3.79 -0.41 -1.41
H: -4.91 1.67 -0.56
H: -4.58 1.14 1.11
H: -2.46 1.72 -0.88
H: -0.82 3.25 0.11
H: -0.30 2.73 1.75
H: 1.06 -0.53 -2.08
H: 0.60 -1.81 0.90
H: 1.81 -2.37 -0.26
H: 2.48 -1.04 2.40
H: 2.47 -2.79 2.15
H: 4.23 -2.64 0.47
H: 4.77 -1.76 1.90
H: 6.37 -0.64 0.41
H: 6.78 1.34 -0.99
H: 4.88 2.59 -1.96
H: 2.58 1.84 -1.51

The total energy comes out at -29654.924 eV. The relative energy (zero: lowest compared OMol25 entry of this formula, charge and spin) is 0.100 eV. Its HOMO-LUMO gap is 10.04 eV. As for the SMILES: CCCCNC(=O)CN1C(=O)N[C@]2(CCCc3ccccc32)C1=O.

Atom charges from the natural (NBO) analysis, given in e for atoms 1 to 6: number 1, C, carries -0.60; number 2, C, carries -0.39; number 3, C, carries -0.40; number 4, C, carries -0.22; number 5, N, carries -0.62; number 6, C, carries 0.66



Entry from the OMol25 dataset: one molecule with the formula C18H23N3O4S (ωB97M-V/def2-TZVPD).

CARTESIAN COORDINATES (ANGSTROEM)
C: 5.69 5.55 0.21
O: 5.87 4.15 0.26
C: 5.14 3.37 -0.59
C: 5.40 2.00 -0.53
C: 4.71 1.12 -1.34
C: 3.76 1.59 -2.24
C: 2.99 0.63 -3.12
C: 1.69 0.28 -2.45
C: 1.58 -0.77 -1.58
O: 2.62 -1.57 -1.30
N: 0.42 -1.10 -0.94
C: -0.62 -0.38 -1.18
S: -2.14 -0.76 -0.39
C: -1.64 -2.24 0.55
C: -2.83 -2.95 1.20
O: -2.88 -4.16 1.22
N: -3.72 -2.12 1.76
C: -4.96 -2.54 2.43
C: -4.61 -3.41 3.64
C: -5.67 -1.26 2.87
C: -5.83 -3.32 1.44
N: -0.62 0.68 -2.01
C: 0.54 1.10 -2.71
O: 0.46 2.06 -3.44
C: 3.50 2.95 -2.29
C: 4.18 3.84 -1.47
H: 6.38 5.96 0.94
H: 4.67 5.82 0.49
H: 5.91 5.95 -0.78
H: 6.14 1.65 0.17
H: 4.92 0.07 -1.28
H: 2.76 1.11 -4.07
H: 3.57 -0.28 -3.28
H: 2.33 -2.25 -0.68
H: -1.15 -2.93 -0.14
H: -0.93 -1.92 1.31
H: -3.58 -1.13 1.65
H: -3.98 -2.85 4.33
H: -4.07 -4.29 3.31
H: -5.52 -3.71 4.15
H: -5.05 -0.70 3.57
H: -5.91 -0.63 2.02
H: -6.60 -1.52 3.38
H: -6.76 -3.62 1.92
H: -6.06 -2.70 0.57
H: -5.30 -4.21 1.11
H: -1.46 1.22 -2.16
H: 2.74 3.32 -2.97
H: 3.95 4.89 -1.54

The total energy comes out at -42536.365 eV. The relative energy (zero: lowest compared OMol25 entry of this formula, charge and spin) is 0.824 eV. Its HOMO-LUMO gap is 8.41 eV. As for the SMILES: COc1ccc(Cc2c(O)nc(SCC(=O)NC(C)(C)C)[nH]c2=O)cc1.

Atom charges from the natural (NBO) analysis, given in e for atoms 1 to 6: number 1, C, carries -0.25; number 2, O, carries -0.50; number 3, C, carries 0.28; number 4, C, carries -0.25; number 5, C, carries -0.19; number 6, C, carries -0.04



Question: What is the total energy in the first record?
Answer: -34267.857 eV



Question: The lowest total energy belongs to which entry?
Answer: C18H23MoN4S2Si2



Question: What is the total energy in the third record?
Answer: -38441.225 eV



Question: Look up the total energy of the second one.
Answer: -64266.069 eV